Entry 1:
Molecular formula: C5H8O2
Method: DFT, wB97M-V/def2-TZVPD

For the energy above the lowest of the compared OMol25 structures with the same formula, charge and spin, the calculation gives 52.5 kcal/mol. The LUMO energy comes out at 0.920 eV. The structure (SMILES) is C[C@@]1(O)C[C@H]2O[C@H]21. As for the gap between HOMO and LUMO: 0.39806 hartree. The spin multiplicity is 1.

```
15
Properties=species:S:1:pos:R:3:forces:R:3
C -1.546662 -0.669862 -0.292720 -0.02 0.02 -0.04
C -0.351568 0.260816 -0.214297 -0.05 -0.26 0.14
O -0.602726 1.540002 -0.768575 0.05 0.03 -0.20
C 0.289971 0.479040 1.189584 -0.04 0.00 0.14
C 1.606233 -0.042628 0.620754 0.24 0.19 0.24
O 1.354821 -1.373077 0.164440 -0.04 -0.11 0.04
C 1.009594 -0.291654 -0.688355 -0.01 0.08 -0.33
H -1.273604 -1.657770 0.093335 -0.04 0.17 -0.07
H -2.372343 -0.273648 0.308255 0.12 -0.03 -0.09
H -1.899454 -0.777875 -1.325324 0.09 0.02 0.12
H -0.479315 1.492012 -1.724224 -0.14 0.00 0.06
H 0.293541 1.543772 1.432444 0.03 -0.15 -0.02
H -0.117443 -0.111744 2.014984 0.07 0.09 -0.11
H 2.626818 0.207142 0.891529 -0.16 -0.06 -0.04
H 1.440434 -0.277768 -1.688097 -0.10 0.02 0.16
```
Forces are in eV/Å.

***

Entry 2:
Molecular formula: C5H8O2S
Method: DFT, wB97M-V/def2-TZVPD

For the energy above the lowest of the compared OMol25 structures with the same formula, charge and spin, the calculation gives 149.2 kcal/mol. The LUMO energy comes out at -0.754 eV. As for the gap between HOMO and LUMO: 0.35750 hartree. The spin multiplicity is 1.

```
16
Properties=species:S:1:pos:R:3:forces:R:3
C 2.857150 -0.734013 -0.056499 0.27 -0.14 0.13
C 1.808794 -0.181978 -0.189806 -4.44 2.35 -0.85
C -0.054940 2.067080 0.414289 0.00 -1.59 -3.46
C -0.743124 -1.954110 -0.104314 0.47 3.43 1.77
C -0.130510 0.888909 -0.580861 2.91 -1.62 5.05
O -1.879599 0.061738 1.282169 0.31 0.05 0.79
O -2.375616 -0.128688 -1.106046 -0.42 0.03 -0.64
S -1.435454 -0.267906 -0.031115 0.24 -0.75 -0.97
H 3.771606 -1.204581 0.116160 0.80 -0.41 0.09
H 0.847966 2.540700 0.376697 2.52 1.51 -1.08
H 0.015151 1.715507 1.355232 -0.79 -1.55 3.21
H -0.807900 2.770804 0.271150 -1.59 1.01 -0.19
H 0.065970 -1.823555 -0.758726 0.71 -0.72 -1.49
H -0.316535 -2.054730 0.869180 0.23 -0.50 0.73
H -1.575906 -2.539563 -0.254936 -1.45 -1.63 -0.83
H -0.047051 0.844390 -1.602580 0.22 0.55 -2.27
```
Forces are in eV/Å.

***

Entry 3:
Molecular formula: C5H8O3
Method: DFT, wB97M-V/def2-TZVPD

For the energy above the lowest of the compared OMol25 structures with the same formula, charge and spin, the calculation gives 129.2 kcal/mol. The LUMO energy comes out at 0.075 eV. As for the gap between HOMO and LUMO: 0.34522 hartree. The spin multiplicity is 1.

```
16
Properties=species:S:1:pos:R:3:forces:R:3
C 3.172750 -0.097994 -0.402104 -3.25 4.85 -5.98
C 1.022694 0.222708 0.563075 1.24 -3.83 -0.92
C -0.357000 -0.486134 0.638289 5.28 8.60 -5.10
C -1.387850 0.111383 0.154222 -3.91 0.34 -3.61
C -2.814621 -0.409494 0.146696 4.70 -5.59 -2.91
H 3.588742 -0.566562 -1.236772 1.08 -1.32 -0.84
H 3.057952 1.074281 -0.921633 0.90 -2.79 2.26
H 3.593889 -0.227543 0.466560 3.09 0.09 4.47
H -0.608616 -1.145071 1.200487 -1.64 -8.46 6.83
H -3.253098 0.283380 0.621037 -4.68 4.69 3.16
H -2.861046 -1.390600 0.564382 0.10 -0.42 1.83
H -3.178176 -0.842239 -0.786645 -0.03 1.66 -0.87
H -2.110793 1.722104 -1.325631 3.54 -3.21 4.04
O 1.879881 -0.571130 -0.312511 -3.55 0.53 1.09
O 1.522062 1.087733 1.196813 -0.76 0.80 0.23
O -1.266768 1.235172 -0.566260 -2.12 4.05 -3.69
```
Forces are in eV/Å.

***

Entry 4:
Molecular formula: C5H8O3
Method: DFT, wB97M-V/def2-TZVPD

For the energy above the lowest of the compared OMol25 structures with the same formula, charge and spin, the calculation gives 93.3 kcal/mol. The LUMO energy comes out at 0.841 eV. The structure (SMILES) is CC1(CO)OC=CO1. As for the gap between HOMO and LUMO: 0.34155 hartree. The spin multiplicity is 1.

```
16
Properties=species:S:1:pos:R:3:forces:R:3
C 1.368272 -1.038190 0.860667 -3.29 -0.98 2.41
C 0.233161 -0.217501 0.243930 3.69 -0.89 0.35
C -0.342808 -0.692497 -0.965612 -2.94 -0.74 -7.36
O 0.478266 -0.882359 -2.224243 0.68 4.04 1.58
O 0.612174 1.153268 -0.009367 0.49 0.52 0.08
C -0.526131 1.894896 0.243832 -1.09 -7.20 2.53
C -1.416812 1.032725 0.826222 1.31 1.18 0.49
O -0.830418 -0.262059 1.069241 -2.77 3.31 1.70
H 1.840155 -0.436198 1.644070 0.25 -0.14 -0.39
H 2.020086 -1.421770 0.098841 0.32 -0.52 0.06
H 0.639194 -1.852552 1.538523 2.73 1.70 -2.28
H -1.093736 0.215146 -1.268346 1.27 -2.62 0.66
H -0.922824 -1.672558 -0.996998 0.81 1.39 0.93
H 0.790633 0.111368 -2.412073 -0.77 -3.39 0.38
H -0.522114 2.847831 0.003808 -0.21 4.31 -1.04
H -2.327098 1.220451 1.347504 -0.47 0.04 -0.09
```
Forces are in eV/Å.

***

Entry 5:
Molecular formula: C5H8O3Pm
Method: DFT, wB97M-V/def2-TZVPD

For the energy above the lowest of the compared OMol25 structures with the same formula, charge and spin, the calculation gives 0.0 kcal/mol. The LUMO energy (alpha / beta) comes out at -11.013 / -9.719 eV. As for the gap between HOMO and LUMO (alpha / beta): 0.14522 / 0.33999 hartree. Its net charge is +2. The spin multiplicity is 6.

```
17
Properties=species:S:1:pos:R:3:forces:R:3
Pm 1.377406 -1.912412 2.181154 -1.63 2.64 -1.09
O 1.117155 -1.053858 0.002457 0.65 -1.26 2.50
O -0.696124 0.258891 -0.254311 0.67 0.45 0.79
C -1.541077 -0.385653 0.727764 -0.02 -0.45 -0.17
C -1.202678 0.037459 2.149409 -1.69 1.61 -0.78
O 0.060156 -0.375073 2.545786 2.19 -2.94 0.30
C 0.576687 0.001596 -0.385901 -1.20 0.44 -2.36
H -2.551803 -0.060217 0.459483 0.24 -0.14 0.13
H -1.467066 -1.472128 0.575127 -0.11 0.09 0.06
H -2.037657 -0.316128 2.783664 0.66 -0.12 0.06
H -1.238911 1.143239 2.190767 0.04 -0.44 0.05
C 1.250952 0.910495 -1.385285 0.25 0.59 0.39
C 1.162086 0.292376 -2.743119 -0.23 -0.47 -0.09
H 0.740370 1.881744 -1.361686 0.16 -0.26 0.02
H 2.294693 1.040999 -1.074217 -0.11 -0.03 -0.09
H 1.831907 -0.522735 -3.014369 -0.16 0.31 0.05
H 0.323905 0.531405 -3.396721 0.30 -0.02 0.22
```
Forces are in eV/Å.

***

Entry 6:
Molecular formula: C5H8O3S
Method: DFT, wB97M-V/def2-TZVPD

For the energy above the lowest of the compared OMol25 structures with the same formula, charge and spin, the calculation gives 81.9 kcal/mol. The LUMO energy comes out at -0.224 eV. As for the gap between HOMO and LUMO: 0.33098 hartree. The spin multiplicity is 1.

```
17
Properties=species:S:1:pos:R:3:forces:R:3
C -0.761103 -1.470199 1.080005 0.25 1.32 -0.21
C -0.794058 -0.149384 1.792604 1.55 -0.77 1.34
C -0.471187 0.373206 -0.714223 1.38 -3.80 0.26
C 0.018835 -0.250529 0.536421 -2.86 -0.99 0.05
C 0.004775 1.667450 -1.058298 0.43 1.89 -2.91
O 2.795231 0.014653 -1.580896 0.09 1.56 -0.13
O 0.542888 -1.053410 -1.591175 -0.28 2.09 0.47
O 1.371389 -0.313602 0.595403 0.84 0.95 -0.46
S 1.938644 -0.929603 -0.935070 0.13 -3.06 0.30
H -0.276080 -2.378383 1.372391 0.78 0.18 0.67
H -1.652119 -1.728521 0.606859 -1.39 -0.11 -1.15
H -1.661765 0.436323 2.012332 -0.56 0.20 -0.71
H -0.139537 -0.121144 2.645519 0.27 0.10 0.33
H -1.327972 -0.038447 -1.199157 -0.80 0.05 0.23
H 0.369725 2.189444 -0.185735 0.08 0.28 0.15
H -0.855289 2.211203 -1.592946 1.55 -0.40 0.75
H 0.897625 1.540942 -1.784033 -1.47 0.51 1.04
```
Forces are in eV/Å.

***

Entry 7:
Molecular formula: C5H8O3Y
Method: DFT, wB97M-V/def2-TZVPD

For the energy above the lowest of the compared OMol25 structures with the same formula, charge and spin, the calculation gives 0.0 kcal/mol. The LUMO energy (alpha / beta) comes out at -10.101 / -10.108 eV. As for the gap between HOMO and LUMO (alpha / beta): 0.18882 / 0.33441 hartree. Its net charge is +2. The spin multiplicity is 2.

```
17
Properties=species:S:1:pos:R:3:forces:R:3
Y -0.443091 -2.576554 -1.566528 0.37 0.67 0.94
O 0.188218 -0.472375 -1.424655 -0.98 -2.51 -1.17
O -0.088069 0.310319 0.661119 0.27 -0.34 -0.31
C -1.297724 -0.435260 0.954789 -0.26 -0.08 -0.23
C -1.042302 -1.872598 1.383354 -0.33 1.17 2.33
O -0.644448 -2.719587 0.365692 0.09 -0.28 -2.28
C 0.531987 0.250622 -0.477540 0.56 2.27 1.57
H -1.754033 0.130763 1.773887 0.07 -0.22 -0.21
H -1.958292 -0.377770 0.077360 -0.01 0.07 0.12
H -1.987916 -2.201998 1.858484 0.44 -0.17 -0.36
H -0.283106 -1.853015 2.189927 -0.26 -0.19 -0.39
C 1.638258 1.264663 -0.613175 0.42 -0.25 0.22
C 1.085565 2.474661 -1.296024 -0.53 0.04 -0.16
H 2.000846 1.510584 0.392947 -0.07 -0.10 -0.27
H 2.444239 0.806461 -1.198922 -0.09 0.11 0.06
H 0.939150 2.470530 -2.375378 0.13 0.05 0.33
H 0.670716 3.290555 -0.705336 0.20 -0.25 -0.18
```
Forces are in eV/Å.

***

> Which formula does entry 6 have?

C5H8O3S